{
  "formula": "CH2BrNO3",
  "method": "the ωB97M-V functional and the def2-TZVPD basis",
  "elements": ["Br", "O", "O", "O", "N", "C", "H", "H"],
  "positions_angstrom": [[-2.171121, -0.901986, 0.233715], [0.816547, 1.515262, 0.532346], [0.840022, -1.081745, -1.045420], [-0.721839, 1.618312, -0.897726], [-0.171384, 1.112928, 0.014886], [-0.490616, -0.239527, 0.519006], [1.667337, -1.180374, -0.540544], [0.231051, -0.842873, 1.183739]],
  "forces_ev_per_a": [[-0.017, -0.057, -0.126], [2.867, 1.634, 1.653], [0.737, -0.644, -1.110], [-2.039, 0.728, -1.610], [0.043, -3.637, 1.002], [-0.405, 0.199, 1.348], [0.185, 0.012, -0.071], [-1.371, 1.763, -1.085]],
  "mulliken_spin": [0.096, 0.093, 1.066, 0.042, -0.022, 0.754, -0.026, -0.002],
  "lumo_ev": [0.3, -3.2],
  "spin_multiplicity": 3,
  "e_tot_ha": -2893.50820,
  "gap_ev": [9.101, 7.860],
  "charge": 0,
  "de_lowest_kcal_mol": 36.28,
  "s_squared": 2.010
}


{
  "formula": "CH2BrNSi",
  "method": "the ωB97M-V functional and the def2-TZVPD basis",
  "elements": ["Br", "Si", "N", "C", "H", "H"],
  "positions_angstrom": [[2.734286, 0.192231, -0.010673], [0.532835, -0.457420, 0.025324], [-0.038280, -3.359105, -0.079104], [0.194762, -2.256915, 0.113640], [0.399951, 0.039586, -1.310651], [-0.335784, 0.061744, 1.196186]],
  "forces_ev_per_a": [[-0.802, -0.569, 0.674], [0.611, 0.924, 1.306], [-0.258, -0.930, 0.099], [0.586, 0.596, -0.415], [-1.052, 0.040, -0.581], [0.914, -0.061, -1.083]],
  "nbo_charge": [-0.299, 0.954, -0.237, -0.181, -0.129, -0.108],
  "lumo_ev": -0.2,
  "e_tot_ha": -2957.57871,
  "gap_ev": 10.740,
  "charge": 0,
  "smiles": "N#C[SiH2]Br",
  "de_lowest_kcal_mol": 0.00
}


{
  "formula": "CH2BrO2S",
  "method": "the ωB97M-V functional and the def2-TZVPD basis",
  "elements": ["Br", "S", "O", "O", "C", "H", "H"],
  "positions_angstrom": [[3.363506, 0.507288, -0.090508], [1.663357, -1.273914, -0.280972], [0.017343, -1.555727, -0.842763], [1.938039, -1.970503, 0.991111], [0.258496, -0.378439, -0.100775], [0.219962, 0.412102, -0.780875], [-0.100478, -0.356903, 0.876775]],
  "forces_ev_per_a": [[1.344, 1.544, 0.213], [1.410, -2.103, 0.038], [-0.985, -1.489, 0.345], [-0.435, -0.303, -0.347], [-0.147, -0.160, -1.585], [-0.393, 2.075, -0.192], [-0.794, 0.435, 1.528]],
  "nbo_charge": [-0.718, 1.431, -0.745, -0.983, -0.353, 0.181, 0.186],
  "lumo_ev": 4.0,
  "e_tot_ha": -3161.99252,
  "gap_ev": 7.961,
  "charge": -1,
  "de_lowest_kcal_mol": 20.19
}


{
  "formula": "CH2BrO3S",
  "method": "the ωB97M-V functional and the def2-TZVPD basis",
  "elements": ["Br", "S", "O", "O", "O", "C", "H", "H"],
  "positions_angstrom": [[2.259767, -0.098361, -0.501534], [-0.556041, -0.157226, 0.811149], [-0.809109, -1.566681, 0.936697], [-1.757020, 0.612615, 0.542074], [0.347030, 0.361418, 1.833715], [0.413745, 0.162957, -0.904923], [0.058641, 1.206858, -1.076094], [0.042987, -0.521580, -1.641084]],
  "forces_ev_per_a": [[0.373, 0.174, -0.623], [0.966, 0.742, -1.053], [0.104, -1.104, -0.242], [-0.214, 0.506, 0.056], [-0.452, 0.185, -0.443], [-1.837, 0.594, 2.754], [1.002, -0.752, -0.132], [0.058, -0.346, -0.317]],
  "nbo_charge": [-0.010, 2.383, -1.022, -1.034, -1.014, -0.743, 0.229, 0.211],
  "lumo_ev": 3.4,
  "e_tot_ha": -3237.29294,
  "gap_ev": 8.487,
  "charge": -1,
  "smiles": "O=S(=O)([O-])CBr",
  "de_lowest_kcal_mol": 3.91
}


{
  "formula": "CH2Cl2",
  "method": "the ωB97M-V functional and the def2-TZVPD basis",
  "elements": ["Cl", "Cl", "C", "H", "H"],
  "positions_angstrom": [[-25.706294, 11.025253, 1.162701], [-24.640033, 13.684779, 0.590741], [-25.108043, 12.111362, -0.074304], [-24.220879, 11.687537, -0.528350], [-25.885719, 12.284614, -0.807221]],
  "forces_ev_per_a": [[-0.107, -0.221, 0.150], [-0.006, 0.090, 0.029], [0.203, 0.312, -0.174], [-0.055, -0.114, -0.007], [-0.036, -0.066, 0.002]],
  "nbo_charge": [-0.012, -0.031, -0.400, 0.222, 0.222],
  "lumo_ev": 1.0,
  "e_tot_ha": -959.68035,
  "gap_ev": 12.080,
  "charge": 0,
  "smiles": "ClCCl",
  "de_lowest_kcal_mol": 0.07
}


{
  "formula": "CH2Cl2N2",
  "method": "the ωB97M-V functional and the def2-TZVPD basis",
  "elements": ["Cl", "Cl", "N", "N", "C", "H", "H"],
  "positions_angstrom": [[0.031345, -2.280209, -2.650795], [1.667510, -3.033064, -0.451957], [0.226648, -0.062090, 0.162050], [0.140935, -2.701346, -0.982511], [-0.565372, -0.961385, -0.051411], [-0.232852, 0.870913, 0.492009], [-1.730727, -1.123308, -0.040112]],
  "forces_ev_per_a": [[0.354, 0.197, -0.187], [1.485, 0.122, 0.173], [-1.310, 1.354, 0.555], [-3.127, 2.282, 1.648], [-0.911, -2.016, -1.603], [1.072, -2.031, -0.558], [2.436, 0.093, -0.028]],
  "nbo_charge": [0.094, 0.162, -0.616, -0.577, 0.322, 0.400, 0.214],
  "lumo_ev": -0.2,
  "e_tot_ha": -1069.02019,
  "gap_ev": 8.466,
  "charge": 0,
  "de_lowest_kcal_mol": 95.34
}


{
  "formula": "CH2Cl2O2",
  "method": "the ωB97M-V functional and the def2-TZVPD basis",
  "elements": ["Cl", "Cl", "O", "O", "C", "H", "H"],
  "positions_angstrom": [[-1.966875, -1.440664, 0.165137], [-2.080532, 1.424709, -0.164888], [-0.451383, 0.481333, 1.383583], [0.079242, -0.072172, -0.694647], [-0.930368, 0.169396, 0.132965], [0.013556, -0.853503, -1.364308], [0.120170, -0.232437, 1.632980]],
  "forces_ev_per_a": [[0.424, 0.445, 0.165], [-0.324, 0.800, -0.993], [-0.706, 0.115, -0.674], [1.206, -1.300, -2.604], [-0.810, -1.531, 1.746], [-0.582, 2.160, 1.980], [0.792, -0.689, 0.381]],
  "nbo_charge": [-0.185, 0.025, -0.671, -0.711, 0.526, 0.531, 0.485],
  "lumo_ev": 0.4,
  "e_tot_ha": -1110.15514,
  "gap_ev": 11.347,
  "charge": 0,
  "smiles": "OC(O)(Cl)Cl",
  "de_lowest_kcal_mol": 15.71
}


{
  "formula": "CH2Cl2O3",
  "method": "the ωB97M-V functional and the def2-TZVPD basis",
  "elements": ["Cl", "Cl", "O", "O", "O", "C", "H", "H"],
  "positions_angstrom": [[2.170268, -0.795467, -0.176774], [-0.886097, 1.893129, 0.214953], [-0.498612, -0.660901, 1.107806], [-0.559602, -0.149807, -1.239605], [1.214146, 0.608691, 0.014239], [-0.106637, 0.365050, -0.098550], [-1.214162, -0.265165, 1.607644], [-0.119306, -0.995532, -1.429713]],
  "forces_ev_per_a": [[-0.394, 0.412, 0.008], [-0.102, 0.245, -0.036], [1.262, 1.752, -2.661], [0.062, -0.268, -0.711], [1.556, -0.181, -0.027], [-2.101, -2.411, 3.269], [-0.188, 0.306, -0.056], [-0.096, 0.146, 0.214]],
  "nbo_charge": [0.247, 0.025, -0.784, -0.685, -0.496, 0.713, 0.476, 0.504],
  "lumo_ev": -0.7,
  "e_tot_ha": -1185.32469,
  "gap_ev": 10.413,
  "charge": 0,
  "smiles": "OC(O)(Cl)OCl",
  "de_lowest_kcal_mol": 26.54
}